1.
Molecular formula: C6H10BrN2
Method: DFT, the ωB97M-V functional and the def2-TZVPD basis

## Properties
- SMILES string: C=C(C)NC(=[NH2+])/C=C/Br
- Net charge: +1
- Frontier orbital gap: 8.04 eV

Bonds (Å) are listed after each position.
Atoms and positions in Å:
1 C 1.232 0.592 -0.914  C2 1.356, C3 1.435, H10 1.100
2 C 2.337 1.255 -1.337  C1 1.356, Br9 1.842, H12 1.137
3 C 0.839 0.685 0.464  C1 1.435, N7 1.363, N8 1.361
4 C -1.081 -0.846 0.132  C5 1.315, C6 1.511, N7 1.358
5 C -0.714 -1.735 -0.763  C4 1.315, H11 1.110, H13 1.031
6 C -2.521 -0.909 0.585  C4 1.511, H14 1.103, H15 1.033, H16 1.064
7 N -0.295 0.020 0.823  C3 1.363, C4 1.358, H17 1.024
8 N 1.156 1.660 1.359  C3 1.361, H18 1.014, H19 0.983
9 Br 2.858 1.004 -3.086  C2 1.842
10 H 0.751 -0.263 -1.413  C1 1.100
11 H -1.409 -2.448 -1.254  C5 1.110
12 H 3.160 1.849 -0.824  C2 1.137
13 H 0.238 -2.078 -0.962  C5 1.031
14 H -3.162 -1.276 -0.235  C6 1.103
15 H -2.732 0.005 1.019  C6 1.033
16 H -2.650 -1.635 1.351  C6 1.064
17 H -0.709 0.081 1.757  N7 1.024
18 H 2.093 2.016 1.206  N8 1.014
19 H 0.610 2.025 2.090  N8 0.983

Results of the Mulliken charge analysis, in e, for atoms 1 through 2: C -0.066; C -0.708



2.
Molecular formula: C6H10Cl14
Method: DFT, the ωB97M-V functional and the def2-TZVPD basis

## Properties
- SMILES string: ClC(Cl)Cl.ClC(Cl)Cl.ClCCl.ClCCl.ClCCl.ClCCl
- Frontier orbital gap: 10.71 eV

Bonds (Å) are listed after each position.
Atoms and positions in Å:
1 C 0.698 0.495 -0.529  Cl2 1.859, Cl3 1.780, Cl4 1.765, H5 1.090
2 Cl 1.218 0.433 -2.314  C1 1.859
3 Cl -0.193 2.012 -0.266  C1 1.780
4 Cl 1.993 0.272 0.650  C1 1.765
5 H 0.014 -0.352 -0.482  C1 1.090
6 C -0.123 -3.121 2.976  Cl7 1.759, Cl8 1.747, Cl9 1.761, H10 1.090
7 Cl -0.237 -2.244 1.455  C6 1.759
8 Cl 0.726 -4.623 2.705  C6 1.747
9 Cl -1.705 -3.347 3.714  C6 1.761
10 H 0.450 -2.437 3.602  C6 1.090
11 C 0.882 5.638 0.423  Cl12 1.748, Cl13 1.757, H14 1.090, H15 1.090
12 Cl -0.717 6.303 0.663  C11 1.748
13 Cl 1.828 6.695 -0.612  C11 1.757
14 H 1.307 5.529 1.421  C11 1.090
15 H 0.708 4.681 -0.069  C11 1.090
16 C -3.085 -3.186 -1.246  Cl17 1.822, Cl18 1.708, H19 1.090, H20 1.090
17 Cl -1.708 -2.210 -1.934  C16 1.822
18 Cl -2.900 -4.821 -1.703  C16 1.708
19 H -3.054 -3.200 -0.156  C16 1.090
20 H -4.021 -2.845 -1.688  C16 1.090
21 C 1.266 1.672 3.748  Cl22 1.732, Cl23 1.808, H24 1.090, H25 1.090
22 Cl 1.109 3.379 3.501  C21 1.732
23 Cl -0.277 0.750 3.554  C21 1.808
24 H 2.085 1.348 3.104  C21 1.090
25 H 1.690 1.472 4.733  C21 1.090
26 C 0.512 -1.637 -4.961  Cl27 1.745, Cl28 1.781, H29 1.090, H30 1.090
27 Cl -0.749 -0.618 -5.607  C26 1.745
28 Cl 0.160 -3.364 -5.215  C26 1.781
29 H 1.388 -1.326 -5.530  C26 1.090
30 H 0.737 -1.345 -3.935  C26 1.090

Results of the Mulliken charge analysis, in e, for atoms 1 through 2: C 0.799; Cl -0.170



Let's list ΔE to the lowest compared entry with this formula, charge and spin in order: 136.7 67.8 kJ/mol.
Let's list M in order: 190.1 578.5 g/mol.